Record 1
ORCA calculation (ωB97M-V/def2-TZVPD) on a cluster of 2 separate species, C3H3IS in total at a distorted geometry.

Structure (XYZ):
```
8
Properties=species:S:1:pos:R:3:forces:R:3:mulliken_charge:R:1
C 1.30363 -1.89018 1.67102 0.2579 -0.2933 0.5586 0.318
C 1.11312 -1.13704 0.77109 -1.1053 1.0437 -1.0074 -0.299
C 0.79018 -0.34886 -0.27150 1.1995 0.7996 -1.3575 -0.968
S -2.12059 3.86105 -0.05051 0.8605 -0.3304 -0.0832 -0.192
I -1.05939 0.55037 -0.52950 0.5661 -0.3981 -0.0371 0.151
H 1.43919 -2.65234 2.32302 0.3981 -1.6272 1.6728 0.482
H 1.66387 -0.16801 -0.94432 -1.3685 0.3300 0.1504 0.375
H -0.81488 3.47063 -0.24309 -0.8084 0.4757 0.1032 0.132
```
Positions in Å, forces in eV/Å.

The calculation puts the largest force on an atom at 2.4 eV/Å. The calculation puts the molar mass at 198.028 g/mol. The energy above the lowest of the compared OMol25 structures with the same formula, charge and spin is 253.9 kJ/mol. The frontier orbital gap (spin up / spin down) is 8.73 / 5.82 eV. The value obtained for the highest occupied orbital energy (spin up / spin down) is -9.830 / -8.251 eV.

---

Record 2
ORCA calculation (ωB97M-V/def2-TZVPD) on an isolated molecule of C3H3IS at a distorted geometry.

Structure (XYZ):
```
8
Properties=species:S:1:pos:R:3:forces:R:3:mulliken_charge:R:1
C 0.53287 0.26640 0.34690 2.5828 0.8354 -0.3941 0.035
C 0.53616 1.74296 0.13406 -0.5244 -0.2554 0.4051 -0.343
C -0.50284 -0.69770 -0.09495 -1.4271 0.8357 3.0039 -0.876
S 1.53920 1.20547 -1.10872 -0.5385 -1.0575 1.1956 -0.029
I -2.37054 0.24667 -0.64395 0.4995 -0.2986 -0.3753 0.094
H 1.21630 -0.11893 1.19934 -1.0090 0.6992 -1.5879 0.316
H -0.82317 -1.18047 0.86371 0.2556 0.1286 -0.7943 0.352
H -0.12798 -1.46441 -0.69639 0.1611 -0.8874 -1.4530 0.450
```
Positions in Å, forces in eV/Å.

The calculation puts the largest force on an atom at 3.4 eV/Å. The calculation puts the molar mass at 198.028 g/mol. The energy above the lowest of the compared OMol25 structures with the same formula, charge and spin is 136.3 kJ/mol. The frontier orbital gap is 8.36 eV. The value obtained for the highest occupied orbital energy is -8.752 eV.

---

Record 3
ORCA calculation (ωB97M-V/def2-TZVPD) on a structure of composition C3H3InLiO3 at a distorted geometry.

Structure (XYZ):
```
11
Properties=species:S:1:pos:R:3:forces:R:3:mulliken_spin:R:1
H -3.03534 2.50405 -2.52062 1.0431 0.2503 3.3228 0.001
C -2.17954 2.26153 -1.29420 2.4985 -1.2282 -5.0249 0.003
C -1.80132 0.85018 -1.01142 0.0686 0.8713 0.2168 0.000
O -0.35762 0.88046 -1.04195 -0.1382 0.6672 0.2228 -0.007
C 0.03173 2.09478 -1.21136 -0.4139 -1.5482 0.8865 0.017
O -1.01983 2.93748 -1.36046 -2.8962 0.5076 -0.3849 0.001
O 1.17124 2.51186 -1.20660 -7.3122 1.8832 -0.9526 -0.011
In 2.90296 2.11685 -1.03178 9.4331 -1.6408 0.8038 0.995
H -2.16853 0.17243 -1.79750 -0.3392 -0.3544 -0.2811 0.000
H -2.12536 0.45974 -0.03584 -0.2764 -0.5192 0.2921 0.000
Li -3.90014 3.42941 -0.09251 -1.6671 1.1111 0.8988 0.000
```
Positions in Å, forces in eV/Å.

The calculation puts the largest force on an atom at 9.6 eV/Å. As for the expectation value of S²: 0.7508. The calculation puts the molar mass at 208.813 g/mol. As for the spin multiplicity: 2. As for the net charge: +4. The frontier orbital gap (spin up / spin down) is 5.79 / 9.56 eV. The value obtained for the highest occupied orbital energy (spin up / spin down) is -27.536 / -31.306 eV.

---

Record 4
ORCA calculation (ωB97M-V/def2-TZVPD) on a structure of composition C3H3IrLiO3 at a distorted geometry.

Structure (XYZ):
```
11
Properties=species:S:1:pos:R:3:forces:R:3:mulliken_spin:R:1
H 2.07926 2.18233 -0.80561 0.0858 0.4637 0.6500 0.997
C 0.32552 -0.90126 -1.33097 -0.2073 0.0016 -1.0801 -0.004
C -0.03190 -0.27532 -0.10514 -0.1131 1.1305 -0.2759 0.597
O -0.69554 -1.02379 0.78427 -1.5348 -0.9898 2.3846 0.071
C -1.24061 -0.47054 1.91324 2.4535 -0.1969 -4.3284 0.192
O -1.12677 0.74852 2.09257 1.8288 2.4176 -2.2050 0.256
O 1.02925 -0.32676 -2.18173 -0.3129 0.0507 0.9811 0.214
H -0.17435 -1.85519 -1.57137 0.5192 -0.0204 0.1646 0.015
H -0.03437 0.80948 0.01984 0.3110 -0.3363 0.1836 0.040
Ir -2.15566 -0.15677 3.51044 -3.0897 -1.9231 4.5193 2.587
Li 2.02517 1.26931 -2.32555 0.0594 -0.5978 -0.9938 0.034
```
Positions in Å, forces in eV/Å.

The calculation puts the largest force on an atom at 5.8 eV/Å. As for the expectation value of S²: 8.7668. The calculation puts the molar mass at 286.212 g/mol. The energy above the lowest of the compared OMol25 structures with the same formula, charge and spin is 134.6 kJ/mol. As for the spin multiplicity: 6. As for the net charge: +2. The frontier orbital gap (spin up / spin down) is 7.95 / 7.67 eV. The value obtained for the highest occupied orbital energy (spin up / spin down) is -17.522 / -18.940 eV.

---

Record 5
ORCA calculation (ωB97M-V/def2-TZVPD) on a structure of composition C3H3KLiO3 at a distorted geometry.

Structure (XYZ):
```
11
Properties=species:S:1:pos:R:3:forces:R:3:mulliken_spin:R:1
O -0.69730 -0.22020 1.77581 -1.5298 1.2181 0.6327 0.053
C -1.45543 0.70487 2.09634 1.6518 -1.7892 0.4380 0.002
C -1.85606 1.73155 1.19510 -0.6243 0.9909 -1.0906 0.835
H -1.81097 0.77856 3.14041 0.1329 -0.0748 0.0120 0.038
H -1.44583 2.73753 1.29266 -0.3029 -0.2600 0.0777 0.032
H -2.58276 1.51251 0.40905 0.4380 0.1041 0.1404 0.033
K 0.88261 -1.43279 0.17241 0.2846 -0.2465 0.0298 0.002
O 2.74687 -1.30566 -3.29289 -1.1771 -0.1098 0.1511 0.000
C 2.26936 -1.46488 -2.10207 1.3233 -0.1573 -0.0695 0.009
O 3.02283 -1.64051 -1.09202 -1.1100 0.2425 -0.5521 0.000
Li 0.92668 -1.40097 -3.59481 0.9134 0.0820 0.2305 -0.002
```
Positions in Å, forces in eV/Å.

The calculation puts the largest force on an atom at 2.5 eV/Å. As for the expectation value of S²: 0.7542. The calculation puts the molar mass at 133.093 g/mol. The energy above the lowest of the compared OMol25 structures with the same formula, charge and spin is 222.8 kJ/mol. As for the spin multiplicity: 2. The frontier orbital gap (spin up / spin down) is 5.22 / 3.80 eV. The value obtained for the highest occupied orbital energy (spin up / spin down) is -5.513 / -5.493 eV.

---

Record 6
ORCA calculation (ωB97M-V/def2-TZVPD) on a structure of composition C3H3LiO3Zn at a distorted geometry.

Structure (XYZ):
```
11
Properties=species:S:1:pos:R:3:forces:R:3:mulliken_charge:R:1
H -3.07150 1.01559 -0.63543 2.0603 -1.6314 2.8199 0.531
C -2.31355 0.35193 0.29409 0.9876 1.7866 -2.9954 -0.441
C -1.83638 -1.01490 -0.06948 -0.2911 -0.7247 -0.4326 -0.210
O -0.42833 -0.81417 -0.43339 -0.7277 -0.0965 0.1030 -0.213
C -0.08485 0.35692 -0.00645 1.4005 -0.2783 0.1370 0.996
O -1.07208 1.02638 0.55574 -2.3242 0.7471 -0.1797 -0.194
O 1.05921 0.81246 -0.06555 -5.8758 1.1604 1.6912 -0.500
Zn 2.61039 0.37535 -0.59658 5.3578 -1.3420 -1.7500 0.441
H -2.36515 -1.45079 -0.92647 0.2146 0.0176 0.2203 0.304
H -1.84719 -1.71175 0.78172 -0.0474 0.0441 -0.1901 0.290
Li -4.04204 0.86866 1.38599 -0.7547 0.3171 0.5763 0.998
```
Positions in Å, forces in eV/Å.

The calculation puts the largest force on an atom at 6.2 eV/Å. The calculation puts the molar mass at 159.385 g/mol. The energy above the lowest of the compared OMol25 structures with the same formula, charge and spin is 0.0 kJ/mol. As for the net charge: +2. The frontier orbital gap (spin up / spin down) is 11.29 / 3.97 eV. The value obtained for the highest occupied orbital energy (spin up / spin down) is -19.670 / -15.497 eV.

---

Record 7
ORCA calculation (ωB97M-V/def2-TZVPD) on a structure of composition C3H3LiO4Pr at a distorted geometry.

Structure (XYZ):
```
12
Properties=species:S:1:pos:R:3:forces:R:3:mulliken_spin:R:1
C -0.09405 -1.55332 0.70433 -0.2758 -1.4012 -1.3606 0.000
C 0.95164 -0.74695 -0.01240 0.1790 -0.3272 0.3522 0.000
O 0.38696 0.35222 -0.68083 -0.9652 -1.7622 -0.5430 0.004
C -0.06913 1.42510 0.08382 1.5142 5.3761 -3.4758 -0.001
O -1.28652 1.71985 0.07842 -2.8184 -2.6125 0.7297 -0.001
O 0.73883 2.34371 0.02591 1.6146 -0.1424 1.2899 -0.001
O -1.27097 -1.25858 0.72488 0.2220 0.5674 0.6743 0.000
H 0.23094 -2.57376 0.98514 -0.0179 0.3474 0.5179 0.000
H 1.39092 -1.35713 -0.81343 0.1978 -0.1568 0.6254 0.000
H 1.69924 -0.43388 0.73554 0.1741 -0.0327 -0.4508 0.000
Pr -0.44825 1.68411 -2.92860 0.3294 0.0976 1.7712 2.999
Li -2.22961 0.39865 1.09723 -0.1539 0.0463 -0.1303 0.000
```
Positions in Å, forces in eV/Å.

The calculation puts the largest force on an atom at 6.6 eV/Å. As for the expectation value of S²: 3.7517. The calculation puts the molar mass at 250.902 g/mol. The energy above the lowest of the compared OMol25 structures with the same formula, charge and spin is 0.0 kJ/mol. As for the spin multiplicity: 4. As for the net charge: +2. The frontier orbital gap (spin up / spin down) is 7.56 / 7.80 eV. The value obtained for the highest occupied orbital energy (spin up / spin down) is -16.641 / -16.847 eV.

---

Record 8
ORCA calculation (ωB97M-V/def2-TZVPD) on a structure of composition C3H3LiOYb at a distorted geometry.

Structure (XYZ):
```
9
Properties=species:S:1:pos:R:3:forces:R:3:mulliken_spin:R:1
C -0.70552 0.53873 0.71124 2.3893 -0.9554 -0.0827 0.727
O 0.86362 -1.17051 -0.10276 0.2452 3.0231 2.5223 0.080
C 0.74649 -0.34860 0.86687 -2.5601 -3.1915 -1.5560 0.093
C 0.21711 1.55208 0.71204 -1.6492 0.6340 -0.8423 -0.028
Yb -2.42508 -2.95973 -3.96491 0.1106 0.1191 0.1515 0.014
H 1.07572 -0.65681 1.88004 0.3794 0.9846 -0.4947 0.009
H 0.34921 2.22957 1.57324 0.9428 -0.7392 -0.0359 0.036
H 0.38037 1.97443 -0.29667 0.3407 0.3088 0.4562 0.072
Li -0.50191 -1.15916 -1.37909 -0.1987 -0.1836 -0.1184 -0.003
```
Positions in Å, forces in eV/Å.

The calculation puts the largest force on an atom at 4.4 eV/Å. As for the expectation value of S²: 0.7546. The calculation puts the molar mass at 235.037 g/mol. The energy above the lowest of the compared OMol25 structures with the same formula, charge and spin is 255.9 kJ/mol. As for the spin multiplicity: 2. As for the net charge: +1. The frontier orbital gap (spin up / spin down) is 4.14 / 4.03 eV. The value obtained for the highest occupied orbital energy (spin up / spin down) is -9.399 / -9.391 eV.

---

Record 9
ORCA calculation (ωB97M-V/def2-TZVPD) on a cluster of 2 separate species, C3H3N in total at a distorted geometry.

Structure (XYZ):
```
7
Properties=species:S:1:pos:R:3:forces:R:3:mulliken_charge:R:1
C -1.12546 0.85424 -0.02998 0.1617 3.4568 0.8755 -0.040
C -0.13963 -0.12875 -0.18864 -0.8479 0.7452 0.9487 0.430
C 1.01974 -0.71353 -0.04426 0.7775 0.9154 -0.6781 -0.791
N -1.61683 -0.32151 0.05641 0.7107 1.1642 -0.2174 -0.394
H -1.30930 2.35387 0.28154 0.0882 -4.8306 -1.1329 0.268
H 1.14916 -1.72369 0.07315 -0.5366 -2.5915 0.2742 0.281
H 2.02232 -0.32062 -0.14821 -0.3536 1.1406 -0.0700 0.246
```
Positions in Å, forces in eV/Å.

The calculation puts the largest force on an atom at 5.0 eV/Å. The calculation puts the molar mass at 53.064 g/mol. The energy above the lowest of the compared OMol25 structures with the same formula, charge and spin is 407.4 kJ/mol. The frontier orbital gap is 9.56 eV. The value obtained for the highest occupied orbital energy is -9.355 eV.

---

Record 10
ORCA calculation (ωB97M-V/def2-TZVPD) on a cluster of 2 separate species, C3H3N2O in total at a distorted geometry.

Structure (XYZ):
```
9
Properties=species:S:1:pos:R:3:forces:R:3:mulliken_charge:R:1
C 1.80960 -0.90618 -0.59865 0.4538 -0.3594 -0.1964 0.073
C 0.21621 1.21729 0.59287 2.1488 0.8994 -0.4580 0.325
C -1.09270 -0.58539 -0.17619 -1.7397 -1.3951 -0.1118 0.142
N 1.16909 1.88591 0.62576 -1.8576 -1.2761 0.1753 -0.228
N -0.99619 0.55071 0.42544 2.3441 0.8724 -0.2567 -0.023
O 2.83263 -1.30121 -0.80181 0.3146 0.0548 -0.0031 -0.056
H -2.19055 -0.99835 -0.23319 2.3464 0.6983 -0.1749 0.306
H -0.09936 -1.12786 -0.55802 -2.2668 1.3620 0.9909 0.139
H -1.64872 1.26508 0.72378 -1.7435 -0.8564 0.0346 0.322
```
Positions in Å, forces in eV/Å.

The calculation puts the largest force on an atom at 2.8 eV/Å. The calculation puts the molar mass at 83.070 g/mol. The energy above the lowest of the compared OMol25 structures with the same formula, charge and spin is 237.7 kJ/mol. As for the net charge: +1. The frontier orbital gap is 10.44 eV. The value obtained for the highest occupied orbital energy is -17.323 eV.

---

Record 11
ORCA calculation (ωB97M-V/def2-TZVPD) on a structure of composition C3H3N2O at a distorted geometry.

Structure (XYZ):
```
9
Properties=species:S:1:pos:R:3:forces:R:3:mulliken_charge:R:1
C 0.42266 -2.35581 1.15377 -0.2437 -1.1088 1.3416 0.235
C 0.23127 -0.97084 1.14782 1.0694 1.3196 -0.9973 0.839
C 0.15565 -0.04860 -0.00358 1.1923 3.1437 2.8841 -0.971
N 0.15690 -0.72890 2.36780 -0.1866 -0.5557 2.1795 -0.196
N 0.60196 -3.04997 2.21948 0.8855 -3.6720 -1.7269 0.059
O 0.44753 -2.31214 3.18015 -0.7381 3.5082 -0.1062 -0.024
H 0.31271 1.06619 0.39759 -0.3847 -2.5702 -1.1374 0.346
H -0.81458 -0.21461 -0.28795 -2.5859 0.1870 -1.4093 0.336
H 0.83819 -0.33577 -0.74535 0.9919 -0.2517 -1.0281 0.375
```
Positions in Å, forces in eV/Å.

The calculation puts the largest force on an atom at 4.4 eV/Å. The calculation puts the molar mass at 83.070 g/mol. The energy above the lowest of the compared OMol25 structures with the same formula, charge and spin is 839.2 kJ/mol. As for the net charge: +1. The frontier orbital gap (spin up / spin down) is 8.23 / 7.53 eV. The value obtained for the highest occupied orbital energy (spin up / spin down) is -17.570 / -17.551 eV.

---

Record 12
ORCA calculation (ωB97M-V/def2-TZVPD) on the ion C3H3N2O with charge +1 at a distorted geometry.

Structure (XYZ):
```
9
Properties=species:S:1:pos:R:3:forces:R:3:mulliken_spin:R:1
C -0.00178 1.79192 -0.03746 1.2232 -1.2687 0.1930 0.944
C -1.06465 -0.37729 0.06094 -1.0006 3.0913 0.3499 0.635
C 1.20870 -0.72094 0.04690 1.4854 1.3226 -0.9938 0.180
N -0.81459 0.91707 0.16538 -3.0418 -0.5286 0.2055 0.000
N 0.05223 -1.20062 -0.05726 0.8115 -0.0034 0.4793 0.014
O 2.16234 -0.08359 0.01679 0.7786 -1.0967 0.5698 0.197
H 0.65685 2.54423 0.32046 -0.1579 0.8848 -0.1211 0.027
H -2.03095 -0.83885 -0.01205 -0.1999 0.0668 0.1202 0.008
H -0.16816 -2.03194 -0.50370 0.1015 -2.4682 -0.8028 -0.005
```
Positions in Å, forces in eV/Å.

The calculation puts the largest force on an atom at 3.3 eV/Å. As for the expectation value of S²: 2.0332. The calculation puts the molar mass at 83.070 g/mol. The energy above the lowest of the compared OMol25 structures with the same formula, charge and spin is 89.8 kJ/mol. As for the spin multiplicity: 3. As for the net charge: +1. The frontier orbital gap (spin up / spin down) is 5.43 / 11.61 eV. The value obtained for the highest occupied orbital energy (spin up / spin down) is -11.371 / -18.007 eV.

---

no.,calculated total energy (eV)
1,-22090.3202
2,-22091.5394
3,-14621.8614
4,-12319.0995
5,-25829.5879
6,-57903.8567
7,-25605.8702
8,-36927.6081
9,-4644.3012
10,-8176.4465
11,-8170.2117
12,-8173.6759